Record 1
Computed, not measured: 2 unconnected molecules or ions with the total composition C5H3FNO2S, with the ωB97M-V functional and the def2-TZVPD basis.

Summary:
Total charge   -1
Spin multiplicity   1
ΔE to the lowest compared entry with this formula, charge and spin   7.84 kcal per mole
Lowest unoccupied orbital energy   2.88 eV

Each line ends with the Löwdin charge.
Geometry (Å):
C (0.09347, -0.09743, 1.30149)  -0.33
C (2.37074, 0.86765, 1.10088)  -0.52
C (0.53468, 0.35478, 0.11299)  -0.25
C (-1.76257, -1.14679, -0.91245)  -0.80
C (-0.95690, 0.14134, -1.34991)  -0.04
N (1.78197, 0.87587, -0.03390)  -0.02
O (-2.73481, -1.13837, -0.18870)  -0.02
O (-1.29451, -2.07494, -1.60615)  -0.08
F (-1.62039, 1.35656, -1.19037)  -0.06
S (1.48498, 0.16065, 2.49932)  0.85
H (-0.80662, -0.70165, 1.47075)  0.07
H (3.36593, 1.41651, 1.19863)  0.08
H (-0.45598, -0.01416, -2.40257)  0.14


Record 2
Computed, not measured: a molecular structure, C6H16ClIN2OPSSc, with the ωB97M-V functional and the def2-TZVPD basis.

Summary:
Total charge   +2
Spin multiplicity   1
ΔE to the lowest compared entry with this formula, charge and spin   68.87 kcal per mole
Lowest unoccupied orbital energy (alpha / beta)   -10.50 / -11.81 eV

Each line ends with the Löwdin charge.
Geometry (Å):
C (-0.32920, -2.86883, -1.40868)  -0.19
I (2.09049, -3.22833, 0.84957)  0.77
H (-1.40697, -2.60494, -1.34410)  0.01
H (-0.22365, -3.95872, -1.29564)  0.01
H (-0.01636, -2.58988, -2.41595)  0.02
Sc (0.15581, -1.47332, 0.22107)  -0.04
P (0.06378, 0.82509, -1.47619)  0.89
C (1.31340, 1.69053, -2.51389)  -0.21
C (-1.21961, 0.50655, -2.75744)  -0.20
H (-1.47053, 1.97469, 0.06737)  0.06
H (-0.97528, 2.98344, -1.34870)  0.09
H (0.14795, 2.75647, 0.03490)  0.07
C (-0.62913, 2.27300, -0.57968)  -0.21
H (-2.16794, 0.19054, -2.30087)  0.07
H (-1.36795, 1.43096, -3.33635)  0.08
H (0.80617, 2.36017, -3.22138)  0.08
H (1.88799, 0.93548, -3.06212)  0.07
H (-0.87336, -0.30891, -3.40897)  0.06
H (1.99381, 2.27410, -1.88267)  0.07
C (2.22134, -0.40102, -0.44490)  -0.29
O (3.31054, -0.01161, -0.42501)  0.15
Cl (-2.13629, -1.13559, 1.00553)  0.02
N (-0.39332, -1.37196, 3.97451)  0.15
C (0.06760, -0.20202, 3.48821)  -0.81
N (-0.31877, 0.90551, 4.12552)  0.14
S (1.16016, 0.06887, 2.16447)  0.65
H (-0.75930, -1.39200, 4.92689)  0.15
H (-0.13532, -2.25639, 3.56202)  0.10
H (0.06741, 1.80179, 3.83227)  0.12
H (-0.86349, 0.82634, 4.97021)  0.14


Record 3
Computed, not measured: 11 unconnected molecules or ions with the total composition C8H32O10, with the ωB97M-V functional and the def2-TZVPD basis.

Summary:
Spin multiplicity   1
ΔE to the lowest compared entry with this formula, charge and spin   60.19 kcal per mole
Lowest unoccupied orbital energy   -0.02 eV
Structure (SMILES)   C=C/C=C/CC(=C)C.O.O.O.O.O.O.O.O.O.O

Each line ends with the Löwdin charge.
Geometry (Å):
C (-1.35693, -3.47210, 2.14092)  0.00
C (-0.97453, -2.74130, 1.10983)  -0.18
C (0.18629, -1.81483, 1.17003)  -0.10
C (0.27245, -0.83530, 0.27526)  -0.10
C (1.11017, 0.43634, 0.27305)  -0.15
C (1.42727, 0.98577, -1.11043)  -0.34
C (2.16138, 0.38424, -2.03853)  0.05
C (0.88244, 2.34726, -1.36363)  -0.07
H (-0.89624, -3.67031, 3.11670)  0.06
H (-2.25072, -4.06248, 2.17350)  0.04
H (-1.56370, -2.64286, 0.21475)  0.09
H (1.00339, -1.99463, 1.89360)  0.09
H (-0.32804, -0.75769, -0.62149)  0.07
H (2.01941, 0.51219, 0.91467)  0.14
H (0.37793, 1.14428, 0.74929)  0.09
H (2.63010, -0.58071, -1.90676)  0.04
H (2.34928, 0.92084, -2.95647)  0.07
H (0.48209, 2.68718, -0.41126)  0.05
H (1.74185, 3.10395, -1.40531)  0.12
H (0.33326, 2.70215, -2.24134)  0.07
O (0.22309, -2.97806, -2.23888)  -0.04
H (1.04536, -2.76230, -1.79040)  0.05
H (-0.13077, -3.83943, -2.45053)  0.06
O (-1.34780, 2.67874, 1.17930)  -0.07
H (-2.24387, 2.52153, 1.51505)  0.06
H (-1.40889, 2.57986, 0.21103)  0.01
O (3.78247, -1.57767, 0.30519)  -0.06
H (4.55581, -1.75914, -0.28486)  0.07
H (3.12122, -1.25241, -0.31170)  -0.02
O (-1.83759, -1.14521, -2.36920)  -0.07
H (-0.89146, -1.37843, -2.34102)  0.00
H (-2.16276, -1.91104, -2.85387)  0.04
O (-1.90121, 1.96726, -1.51013)  -0.07
H (-1.47412, 2.43040, -2.24343)  0.02
H (-1.54555, 1.08606, -1.73285)  0.03
O (-1.16273, 1.34998, -4.32120)  -0.07
H (-0.87193, 0.52906, -4.73067)  0.04
H (-2.14220, 1.25465, -4.32382)  0.06
O (0.02620, 1.23664, 3.65495)  -0.06
H (0.39273, 0.38181, 3.35884)  0.03
H (-0.53472, 1.38614, 2.87600)  0.02
O (-3.98196, 0.69011, 1.09931)  -0.05
H (-4.78855, 0.71350, 0.57842)  0.04
H (-3.77677, -0.23789, 1.25152)  0.04
O (2.05545, -1.26206, 3.35351)  -0.05
H (2.41836, -1.48304, 4.21435)  0.06
H (2.71649, -1.48337, 2.68895)  0.03
O (1.09568, 3.42112, 2.31389)  -0.11
H (0.92517, 2.84976, 3.08799)  0.00
H (0.23768, 3.34142, 1.83790)  -0.01


Record 4
Computed, not measured: C17H26N2O4S in the gas phase, with the ωB97M-V functional and the def2-TZVPD basis.

Summary:
Spin multiplicity   1
ΔE to the lowest compared entry with this formula, charge and spin   10.77 kcal per mole
Lowest unoccupied orbital energy   0.55 eV
Structure (SMILES)   CC(C)CNS(=O)(=O)c1ccc(CCC(=O)N2CCOCC2)cc1

Each line ends with the Löwdin charge.
Geometry (Å):
C (2.61885, 2.84206, -6.84572)  -0.07
C (2.43403, 1.70205, -5.84758)  -0.43
C (2.33327, 0.35997, -6.57007)  -0.07
C (1.19080, 1.97055, -4.98830)  -0.24
N (0.93054, 0.95757, -3.98344)  -0.12
S (2.09492, 0.80054, -2.77912)  0.66
O (2.76636, 2.05670, -2.62859)  -0.28
O (2.87651, -0.38412, -3.01323)  -0.29
C (1.04445, 0.52358, -1.36209)  -0.28
C (0.93193, -0.74005, -0.81979)  -0.05
C (0.10716, -0.93605, 0.27507)  -0.02
C (-0.60650, 0.12506, 0.82059)  -0.23
C (-1.45701, -0.07276, 2.04175)  -0.13
C (-0.68565, 0.37780, 3.29463)  -0.09
C (-1.53996, 0.19654, 4.53797)  -0.46
O (-2.21571, 1.11044, 4.97157)  0.06
N (-1.52413, -1.01626, 5.14136)  -0.05
C (-0.87687, -2.23054, 4.70101)  -0.12
C (-1.94778, -3.30201, 4.44193)  -0.19
O (-2.73193, -3.52797, 5.58631)  -0.13
C (-3.37247, -2.34173, 6.00608)  -0.18
C (-2.35234, -1.24309, 6.31203)  -0.11
C (-0.48058, 1.39061, 0.25392)  -0.02
C (0.34459, 1.59246, -0.83687)  -0.05
H (1.77257, 2.89001, -7.52865)  0.08
H (3.52340, 2.69188, -7.42963)  0.08
H (2.69946, 3.79413, -6.32730)  0.08
H (3.29459, 1.67152, -5.17176)  0.12
H (1.41213, 0.30256, -7.14886)  0.08
H (3.17319, 0.23955, -7.25009)  0.08
H (2.36162, -0.46378, -5.85973)  0.06
H (1.32742, 2.90481, -4.44114)  0.12
H (0.29933, 2.05281, -5.61751)  0.13
H (0.76564, 0.04891, -4.39154)  0.10
H (1.50135, -1.54562, -1.25562)  0.11
H (0.01574, -1.92255, 0.70701)  0.11
H (-1.73802, -1.12354, 2.13311)  0.10
H (-2.36928, 0.52183, 1.96774)  0.13
H (-0.47590, 1.44501, 3.21136)  0.13
H (0.26479, -0.14997, 3.37217)  0.12
H (-0.28955, -2.07135, 3.80050)  0.11
H (-0.21438, -2.58325, 5.50161)  0.14
H (-1.48258, -4.25792, 4.19513)  0.13
H (-2.58992, -2.98191, 3.60523)  0.12
H (-3.94069, -2.60242, 6.89953)  0.13
H (-4.06248, -1.99182, 5.22333)  0.13
H (-2.85189, -0.30656, 6.56070)  0.12
H (-1.71298, -1.55663, 7.14453)  0.13
H (-1.03331, 2.21748, 0.67449)  0.12
H (0.46732, 2.56544, -1.28405)  0.12


Record 5
Computed, not measured: a molecular structure, C32H29N7PPdS, with the ωB97M-V functional and the def2-TZVPD basis.

Summary:
Total charge   +1
Spin multiplicity   1
ΔE to the lowest compared entry with this formula, charge and spin   30.51 kcal per mole
Lowest unoccupied orbital energy   -3.59 eV

Each line ends with the Löwdin charge.
Geometry (Å):
Pd (0.19145, 0.05025, -0.53395)  0.95
S (4.46711, 5.55576, 1.97338)  1.05
N (4.73497, 3.96818, 1.94050)  -0.19
C (3.71471, 3.42612, 1.29812)  -0.31
C (3.54496, 2.01220, 1.02742)  -0.07
C (4.48010, 1.03470, 1.37395)  0.04
C (4.23399, -0.27159, 1.01785)  -0.01
C (3.05522, -0.58283, 0.34520)  -0.10
N (2.14746, 0.33239, 0.03835)  0.01
C (2.38805, 1.62062, 0.36390)  -0.13
C (1.38009, 2.59284, -0.04858)  -0.14
N (0.27894, 2.09602, -0.64996)  -0.01
C (-0.65727, 2.94048, -1.06371)  -0.09
C (-0.54869, 4.31748, -0.89954)  -0.01
C (0.56564, 4.83475, -0.27620)  0.04
C (1.55675, 3.95719, 0.16298)  -0.09
C (2.75664, 4.37398, 0.86196)  -0.32
N (3.06647, 5.61948, 1.17993)  -0.19
H (5.38044, 1.32202, 1.90033)  0.13
H (4.93552, -1.05943, 1.25098)  0.12
H (2.83417, -1.59919, 0.05154)  0.11
H (-1.52222, 2.50734, -1.54618)  0.11
H (-1.33985, 4.95892, -1.25946)  0.12
H (0.68684, 5.89786, -0.11653)  0.13
N (-1.84561, -0.17840, -0.86951)  -0.07
C (-2.27352, -1.59021, -0.61000)  -0.22
C (-1.09963, -2.50766, -0.86960)  -0.24
N (0.03860, -1.93357, -0.13588)  -0.16
H (-2.22186, 0.39570, -0.11572)  0.08
H (-2.18992, 0.14782, -1.76563)  0.10
H (-3.13623, -1.84748, -1.22259)  0.12
H (-2.54210, -1.63356, 0.44342)  0.10
H (-0.87468, -2.56154, -1.93771)  0.11
H (-1.32583, -3.51722, -0.51794)  0.12
H (0.85123, -2.53628, -0.17513)  0.08
H (-0.25994, -1.60766, 0.94611)  0.01
N (-0.77131, -0.49388, 1.80178)  -0.31
P (-0.36058, -0.31469, 3.27210)  0.70
C (0.57727, 1.22194, 3.61717)  -0.29
C (0.07951, 2.40739, 3.06859)  -0.10
C (0.70245, 3.61999, 3.31484)  -0.09
C (1.85006, 3.66436, 4.10090)  -0.09
C (2.37380, 2.49116, 4.62128)  -0.07
C (1.73441, 1.27680, 4.38796)  -0.07
C (-1.70507, -0.22709, 4.50689)  -0.30
C (-1.82785, 0.76516, 5.47285)  -0.08
C (-2.88923, 0.74582, 6.37063)  -0.08
C (-3.83207, -0.26823, 6.31105)  -0.08
C (-3.71721, -1.26556, 5.34900)  -0.08
C (-2.66408, -1.24002, 4.45125)  -0.09
C (0.73896, -1.60548, 3.96351)  -0.29
C (1.64404, -2.22512, 3.10364)  -0.10
C (2.52119, -3.19385, 3.56351)  -0.08
C (2.50220, -3.55912, 4.90345)  -0.08
C (1.60622, -2.95290, 5.77114)  -0.07
C (0.73004, -1.98090, 5.30510)  -0.07
H (-0.81961, 2.36907, 2.46348)  0.10
H (0.28982, 4.53533, 2.90522)  0.11
H (2.32577, 4.61430, 4.31281)  0.10
H (3.26965, 2.52017, 5.22954)  0.11
H (2.13314, 0.36933, 4.82737)  0.10
H (-1.09035, 1.55612, 5.53886)  0.10
H (-2.97557, 1.52355, 7.11839)  0.11
H (-4.65755, -0.28322, 7.01079)  0.11
H (-4.45137, -2.05970, 5.30274)  0.10
H (-2.57590, -2.00850, 3.69191)  0.10
H (1.64403, -1.93580, 2.05774)  0.06
H (3.21757, -3.67102, 2.88471)  0.10
H (3.18164, -4.31820, 5.26846)  0.11
H (1.58732, -3.23863, 6.81475)  0.11
H (0.03706, -1.51239, 5.99128)  0.11


How do the records compare in DFT total energy? In the order shown, they have -24370.348, -72941.138, -29287.585, -40056.419, -67685.021 eV.